Entry 1:
This record from the OMol25 dataset describes a structure of composition C2H6N4O in a non-equilibrium geometry. The level of theory is ωB97M-V/def2-TZVPD.

Geometry as XYZ:
```
13
Properties=species:S:1:pos:R:3:lowdin_charge:R:1
C 0.432 0.687 0.059 -0.6190
N 0.978 -1.263 1.162 -0.0360
N 1.465 1.344 0.675 0.1533
C -2.019 -0.350 -1.540 -0.0703
O -0.423 1.399 -0.593 -0.0102
N -1.903 0.367 -0.523 0.1451
N 0.126 -0.565 0.304 -0.0583
H 0.767 -1.076 2.140 0.0769
H 0.899 -2.255 0.977 0.0639
H 1.648 2.278 0.347 0.0958
H 2.256 0.762 0.920 0.0855
H -1.181 -0.786 -2.076 0.0858
H -3.044 -0.543 -1.852 0.0876
```

Results
LUMO (alpha / beta) (hartree): -0.017 / -0.017
Total charge: 0
Energy above the lowest of the compared OMol25 structures with the same formula, charge and spin (eV): 5.350
Largest force on an atom (hartree/bohr): 0.0568
Frontier orbital gap (alpha / beta) (eV): 7.26 / 7.26
Molecular weight (g/mol): 102.10



Entry 2:
This record from the OMol25 dataset describes the molecule C2H6N4O2 in a non-equilibrium geometry. The level of theory is ωB97M-V/def2-TZVPD.

Geometry as XYZ:
```
14
Properties=species:S:1:pos:R:3:lowdin_charge:R:1
H -0.909 1.671 0.954 0.0601
N -1.751 1.100 0.725 0.1334
C -1.463 -0.004 0.140 -0.5373
N -2.454 -0.821 -0.350 0.1370
O -0.254 -0.633 -0.082 0.0651
C 0.918 0.074 -0.096 -0.4913
N 1.187 1.198 -0.614 0.1567
H 0.408 1.745 -0.994 0.0804
N 1.899 -0.692 0.498 0.0006
O 3.184 -0.283 0.137 -0.0568
H -3.355 -0.488 -0.104 0.0895
H -2.270 -1.826 -0.340 0.1126
H 1.826 -1.698 0.323 0.1537
H 3.034 0.656 -0.194 0.0963
```

Results
LUMO (hartree): 0.024
Total charge: 0
Structure (SMILES): [H]/N=C(/N)O/C(=N\[H])NO
Energy above the lowest of the compared OMol25 structures with the same formula, charge and spin (eV): 1.599
Largest force on an atom (hartree/bohr): 0.0352
Frontier orbital gap (eV): 10.04
Molecular weight (g/mol): 118.10



Entry 3:
This record from the OMol25 dataset describes the molecule C2H6N4OS in a non-equilibrium geometry. The level of theory is ωB97M-V/def2-TZVPD.

Geometry as XYZ:
```
14
Properties=species:S:1:pos:R:3:lowdin_charge:R:1
H 1.504 -0.322 1.724 -0.0062
N 2.271 -0.671 1.253 0.1147
C 2.420 -0.243 0.086 -0.3297
N 1.780 0.867 -0.665 -0.3288
S 0.185 1.312 -0.178 0.8817
C -0.684 -0.335 -0.488 -0.7369
O -0.148 -0.973 -1.344 0.0009
N -1.909 -0.655 0.077 -0.0922
N -2.753 0.416 0.512 -0.0667
H 3.191 -0.674 -0.502 0.0952
H 1.792 0.808 -1.656 0.0451
H -2.275 -1.358 -0.624 0.1621
H -2.884 0.483 1.744 0.1984
H -2.489 1.345 0.062 0.0624
```

Results
LUMO (hartree): 0.013
Total charge: 0
Structure (SMILES): [H]/N=C\NSC(=O)NN
Energy above the lowest of the compared OMol25 structures with the same formula, charge and spin (eV): 3.461
Largest force on an atom (hartree/bohr): 0.1030
Frontier orbital gap (eV): 10.00
Molecular weight (g/mol): 134.16



Entry 4:
This record from the OMol25 dataset describes the molecule C2H6N4S in a non-equilibrium geometry. The level of theory is ωB97M-V/def2-TZVPD.

Geometry as XYZ:
```
13
Properties=species:S:1:pos:R:3:lowdin_charge:R:1
C -0.521 0.170 -0.584 -0.4365
C -1.598 -0.437 0.360 -0.0599
N 1.323 1.353 0.243 0.0201
N -0.059 1.423 -0.048 -0.0149
N 0.669 -0.638 -0.523 -0.0350
N 1.575 0.169 -0.017 -0.6875
S 3.110 -0.525 0.038 0.8295
H -0.965 0.284 -1.673 0.1506
H -2.533 -0.243 -0.067 0.0328
H -1.581 -0.014 1.424 0.0923
H -1.364 -1.542 0.501 0.0903
H -0.500 1.638 0.822 0.0853
H 2.442 -1.638 -0.476 -0.0670
```

Results
LUMO (hartree): 0.021
Total charge: 0
Energy above the lowest of the compared OMol25 structures with the same formula, charge and spin (eV): 4.474
Largest force on an atom (hartree/bohr): 0.0448
Frontier orbital gap (eV): 8.56
Molecular weight (g/mol): 118.16



Entry 5:
This record from the OMol25 dataset describes the molecule C2H6N4S2 in a non-equilibrium geometry. The level of theory is ωB97M-V/def2-TZVPD.

Geometry as XYZ:
```
14
Properties=species:S:1:pos:R:3:lowdin_charge:R:1
H 1.446 1.496 -0.133 0.0082
N 0.525 1.203 0.012 0.1083
C 0.529 -0.102 -0.009 -0.4630
N 1.606 -1.061 0.117 -0.3674
S 3.209 -0.564 -0.268 0.6976
N -0.707 -0.676 -0.067 0.0449
C -1.976 -0.132 -0.057 -0.9647
N -1.942 1.210 -0.210 0.0962
S -3.288 -1.083 -0.106 0.6102
H 1.323 -2.014 -0.034 0.0736
H 3.787 0.049 1.001 -0.0477
H -0.734 -1.651 -0.094 0.0854
H -0.990 1.625 -0.021 0.0440
H -2.787 1.699 -0.132 0.0745
```

Results
LUMO (hartree): 0.007
Total charge: 0
Structure (SMILES): [H]/N=C(\NS)NC(N)=S
Energy above the lowest of the compared OMol25 structures with the same formula, charge and spin (eV): 0.928
Largest force on an atom (hartree/bohr): 0.0564
Frontier orbital gap (eV): 8.63
Molecular weight (g/mol): 150.23



Entry 6:
This record from the OMol25 dataset describes the ion C2H6N5 with charge +1 in a non-equilibrium geometry. The level of theory is ωB97M-V/def2-TZVPD.

Geometry as XYZ:
```
13
Properties=species:S:1:pos:R:3:lowdin_charge:R:1
C -2.077 -0.173 -0.083 -0.0357
N -0.923 0.440 0.432 0.0481
N -0.418 1.497 0.105 0.1072
C 0.824 1.756 -0.104 -0.0889
N 1.640 0.675 -0.175 0.0901
N 1.125 -0.447 -0.034 -0.0477
N 1.772 -1.535 0.173 0.1632
H -2.220 -0.003 -1.154 0.1062
H -2.032 -1.237 0.145 0.1013
H -2.945 0.225 0.457 0.1239
H 1.217 2.745 -0.232 0.1368
H 1.251 -2.403 0.180 0.1438
H 2.785 -1.541 0.291 0.1517
```

Results
LUMO (hartree): -0.216
Total charge: +1
Structure (SMILES): C/N=N/C=N\N=[NH2+]
Energy above the lowest of the compared OMol25 structures with the same formula, charge and spin (eV): 4.451
Largest force on an atom (hartree/bohr): 0.0512
Frontier orbital gap (eV): 8.32
Molecular weight (g/mol): 100.10



Entry 7:
This record from the OMol25 dataset describes a cluster of 2 separate species, C2H6N6 in total in a non-equilibrium geometry. The level of theory is ωB97M-V/def2-TZVPD.

Geometry as XYZ:
```
14
Properties=species:S:1:pos:R:3:lowdin_charge:R:1
C -0.152 -0.694 -0.148 -0.5227
C 2.114 -0.762 0.003 -0.1991
H -3.245 -0.516 0.671 0.1171
H -2.349 0.644 0.029 -0.0483
H 1.039 -2.502 0.769 0.3114
H 3.005 -1.341 -0.138 0.0904
H 0.617 2.607 0.477 0.1133
H -0.316 2.402 -0.955 0.0730
N -2.579 -0.246 -0.194 -0.0192
N -1.371 -1.157 -0.027 -0.0077
N 0.888 -1.553 -0.312 0.0487
N 2.020 0.583 -0.065 0.1245
N 0.467 0.562 -0.090 -0.1186
N -0.138 1.973 -0.021 0.0373
```

Results
LUMO (hartree): -0.009
Total charge: 0
Energy above the lowest of the compared OMol25 structures with the same formula, charge and spin (eV): 5.420
Largest force on an atom (hartree/bohr): 0.1543
Frontier orbital gap (eV): 7.48
Molecular weight (g/mol): 114.11



Entry 8:
This record from the OMol25 dataset describes the ion C2H6NO with charge -1 in a non-equilibrium geometry. The level of theory is ωB97M-V/def2-TZVPD.

Geometry as XYZ:
```
10
Properties=species:S:1:pos:R:3:lowdin_charge:R:1
C -0.319 -1.042 -0.494 -0.2335
N 0.046 -0.357 0.782 -0.1593
C 0.140 1.168 0.420 -0.5962
O 0.588 1.359 -0.806 -0.3643
H -0.915 -0.354 -1.114 0.0542
H -1.005 -1.906 -0.342 0.0384
H 0.590 -1.359 -1.039 0.0559
H 1.083 -0.658 0.855 0.0781
H 0.712 1.603 1.290 0.0626
H -0.921 1.546 0.449 0.0642
```

Results
LUMO (hartree): 0.177
Total charge: -1
Structure (SMILES): CNC[O-]
Energy above the lowest of the compared OMol25 structures with the same formula, charge and spin (eV): 0.550
Largest force on an atom (hartree/bohr): 0.0438
Frontier orbital gap (eV): 7.08
Molecular weight (g/mol): 60.08



Entry 9:
This record from the OMol25 dataset describes the ion C2H6NO with charge +1 in a non-equilibrium geometry. The level of theory is ωB97M-V/def2-TZVPD.

Geometry as XYZ:
```
10
Properties=species:S:1:pos:R:3:lowdin_charge:R:1
N -1.016 0.308 0.391 0.1819
C -0.127 0.024 -1.098 0.0892
C 0.301 -1.386 -0.837 -0.2682
O 0.031 -1.874 0.168 0.1273
H -0.245 0.514 1.017 0.1371
H -1.542 -0.454 0.909 0.1788
H -1.633 1.122 0.355 0.1514
H 0.544 0.860 -0.969 0.1277
H -0.784 0.154 -1.922 0.1156
H 0.805 -1.936 -1.673 0.1592
```

Results
LUMO (hartree): -0.161
Total charge: +1
Structure (SMILES): [NH3+]CC=O
Energy above the lowest of the compared OMol25 structures with the same formula, charge and spin (eV): 1.062
Largest force on an atom (hartree/bohr): 0.0976
Frontier orbital gap (eV): 11.21
Molecular weight (g/mol): 60.08



Entry 10:
This record from the OMol25 dataset describes a cluster of 2 separate species, C2H6NO in total in a non-equilibrium geometry. The level of theory is ωB97M-V/def2-TZVPD.

Geometry as XYZ:
```
10
Properties=species:S:1:pos:R:3:lowdin_charge:R:1
C -1.726 -0.611 -0.048 0.1114
C 2.347 0.228 -0.121 -0.0460
N -1.301 0.492 0.288 0.2090
O 1.356 -0.027 0.495 -0.0200
H -2.820 -0.807 -0.250 0.1439
H -1.259 -1.553 -0.409 0.1425
H 3.342 -0.240 -0.025 0.1126
H 2.199 0.842 -1.018 0.0979
H -0.230 0.564 0.397 0.1255
H -1.906 1.112 0.692 0.1232
```

Results
LUMO (hartree): -0.187
Total charge: +1
Energy above the lowest of the compared OMol25 structures with the same formula, charge and spin (eV): 1.429
Largest force on an atom (hartree/bohr): 0.1263
Frontier orbital gap (eV): 9.93
Molecular weight (g/mol): 60.08



Entry 11:
This record from the OMol25 dataset describes the molecule C2H6NO2P in a non-equilibrium geometry. The level of theory is ωB97M-V/def2-TZVPD.

Geometry as XYZ:
```
12
Properties=species:S:1:pos:R:3:lowdin_charge:R:1
C -0.340 -0.384 -1.813 -0.2081
P 0.385 -0.822 -0.179 0.6950
O 1.814 -0.502 -0.104 -0.4362
C -0.646 0.321 1.269 -0.5406
N 0.264 1.241 1.648 0.1154
O -1.796 0.313 1.617 0.0224
H 0.351 -0.816 -2.518 0.0392
H -1.322 -0.816 -1.774 0.0355
H -0.165 0.710 -1.663 0.0594
H 0.273 -2.252 -0.199 0.0271
H 0.015 1.762 2.490 0.1251
H 1.167 1.244 1.225 0.0657
```

Results
LUMO (hartree): 0.029
Total charge: 0
Structure (SMILES): C[P@@H](=O)C(N)=O
Energy above the lowest of the compared OMol25 structures with the same formula, charge and spin (eV): 0.625
Largest force on an atom (hartree/bohr): 0.0592
Frontier orbital gap (eV): 10.28
Molecular weight (g/mol): 107.05



Entry 12:
This record from the OMol25 dataset describes the molecule C2H6NO2P in a non-equilibrium geometry. The level of theory is ωB97M-V/def2-TZVPD.

Geometry as XYZ:
```
12
Properties=species:S:1:pos:R:3:lowdin_charge:R:1
H 1.410 -1.762 0.329 0.0753
N 0.315 -1.811 0.227 0.0611
C -0.051 -0.600 0.133 -0.5207
C -1.610 -0.141 -0.151 -0.2521
O -1.790 1.245 0.189 -0.1780
P 1.014 1.013 0.114 0.8654
O 2.420 0.254 0.035 -0.3940
H -1.585 -0.317 -1.352 0.1393
H -2.476 -0.804 0.270 0.1352
H -1.222 1.771 -0.446 0.0491
H 0.869 0.974 1.519 -0.0214
H 2.707 0.177 -0.867 0.0408
```

Results
LUMO (hartree): 0.015
Total charge: 0
Structure (SMILES): [H]/N=C(/CO)PO
Energy above the lowest of the compared OMol25 structures with the same formula, charge and spin (eV): 2.390
Largest force on an atom (hartree/bohr): 0.0580
Frontier orbital gap (eV): 9.48
Molecular weight (g/mol): 107.05